1.
Molecular formula: C20H34Al2CaCl4CsF4LiMgN3O11PS
Method: DFT, ωB97M-V/def2-TZVPD

Properties
LUMO level: -6.331 eV
HOMO: -0.28894 Eh
Charge: +2
Molecular weight: 1031.54 g mol⁻¹
Multiplicity: 1

Atoms and positions in Å:
O1 -0.40276 1.58070 -2.38992
N1 -0.91882 1.18314 -3.33997
O2 -1.83839 0.10084 -3.05032
C1 -1.21090 -1.13667 -3.45172
Al1 -0.66419 -2.26056 -1.87648
C2 1.19038 -1.71010 -1.32179
C3 2.34113 -2.54648 -1.90923
C4 2.57067 -3.90319 -1.24141
S1 2.93448 -3.85133 0.49387
O3 4.10593 -3.09461 0.77423
O4 3.18174 -5.24215 0.89285
O5 1.68926 -3.37695 1.33109
C5 -1.85035 -2.01819 -0.24906
C6 -1.72886 -2.93243 0.81196
C7 -2.50022 -2.74783 1.96124
C8 -3.35527 -1.66442 1.98978
N2 -3.54596 -0.77727 1.00435
C9 -2.78217 -0.98425 -0.07254
P1 -0.73120 -4.55854 -2.68037
O6 -0.64079 -5.59780 -1.45453
O7 -2.12626 -4.83537 -3.34502
H1 -1.80333 -1.66787 -4.20546
H2 -0.27538 -0.88398 -3.97109
H3 1.20824 -1.64199 -0.23069
H4 1.27784 -0.68245 -1.68418
H5 2.17247 -2.69091 -2.97820
H6 3.25604 -1.96151 -1.79341
H7 1.77240 -4.63611 -1.38003
H8 3.46374 -4.34208 -1.69167
H9 1.78724 -3.70717 2.24801
H10 -1.03628 -3.76203 0.72321
H11 -2.42005 -3.40909 2.81294
H12 -3.93668 -1.51126 2.89506
H13 -2.89395 -0.27579 -0.88892
H14 -1.50212 -5.99841 -1.26964
H15 -2.80407 -4.60868 -2.67699
Mg1 4.33840 -5.74265 2.50976
F1 2.67404 2.89225 -3.71619
Al2 3.63924 1.71262 -2.99871
F2 5.15415 1.67985 -3.74758
F3 2.88218 0.19423 -3.11391
F4 3.86623 2.10994 -1.32741
Li1 -4.82995 -2.69733 0.22092
C10 5.62204 -8.65021 5.98851
Cl1 5.89779 -9.02946 4.28686
Cl2 4.50085 -7.29360 6.15172
Cl3 5.01666 -10.06221 6.84997
H16 6.56701 -8.36278 6.42890
Cl4 -0.28610 -6.05139 -4.22407
C11 4.84733 4.04497 0.68107
C12 4.96213 5.12267 1.81699
O8 3.90706 5.58819 2.17803
O9 6.17928 5.36738 2.21099
H17 3.82251 3.87645 0.37513
H18 5.39163 4.36934 -0.20858
H19 5.26378 3.09285 1.02786
N3 1.64457 5.78356 4.53537
C13 2.35160 5.39020 5.62888
C14 1.49382 5.33887 6.68375
C15 0.19769 5.71715 6.19489
C16 0.34168 5.97833 4.86630
H20 2.03386 5.91122 3.61322
H21 3.40537 5.18340 5.56298
H22 1.75737 5.06400 7.68616
H23 -0.70903 5.78376 6.75485
H24 -0.37700 6.29013 4.12842
C17 -5.95947 4.64317 -3.57818
O10 -4.89676 3.81948 -4.02915
C18 -4.31601 3.04425 -2.99823
C19 -4.82575 1.61873 -3.01600
O11 -6.21123 1.55121 -2.70629
C20 -7.02960 1.41820 -3.85988
H25 -6.51382 4.98147 -4.45149
H26 -6.64405 4.10380 -2.91980
H27 -5.55972 5.51715 -3.05341
H28 -4.48914 3.50476 -2.01998
H29 -3.23616 3.03083 -3.17780
H30 -4.29841 1.04808 -2.24445
H31 -4.62105 1.14531 -3.98047
H32 -6.98821 0.38738 -4.22870
H33 -6.72466 2.09898 -4.65599
H34 -8.05329 1.65058 -3.57237
Cs1 -0.14586 4.90648 8.39747
Ca1 6.97340 5.08121 0.26372

2.
Molecular formula: C20H34AlBrCa2ClF6KLiN2O10PS3
Method: DFT, ωB97M-V/def2-TZVPD

Properties
LUMO level: -4.387 eV
HOMO: -0.22369 Eh
Charge: 0
Molecular weight: 972.19 g mol⁻¹
Multiplicity: 1

Atoms and positions in Å:
C1 0.86697 4.04349 3.29252
C2 -0.04471 4.33500 2.02589
C3 -0.82063 3.08119 1.50287
O1 0.12000 2.12715 1.06823
C4 -0.44164 0.91884 0.64920
P1 -1.35404 0.02460 2.11793
S1 -0.72575 0.45846 3.92557
N1 0.73844 0.10218 0.24335
C5 1.67259 -0.15795 1.40460
C6 1.52484 -1.59400 2.02870
C7 2.92572 -2.35354 2.22070
C8 2.80769 -3.80075 1.60067
O2 3.73624 -4.24271 0.99621
O3 1.65524 -4.59478 1.73306
C9 1.44839 0.63454 -0.97178
C10 2.03169 -0.47036 -1.92549
S2 3.12408 -1.72707 -1.16239
C11 2.66122 -3.27682 -2.10357
C12 1.14612 -3.68761 -1.84758
C13 0.64214 1.67114 -1.86008
N2 0.47099 1.29424 -3.35008
C14 0.09167 2.32001 -3.83715
S3 -0.61019 3.71227 -4.38245
O4 -0.65355 2.07179 -1.42803
C15 -1.34275 1.08637 -0.62420
C16 -2.79233 1.69182 -0.29809
C17 -3.08184 2.94850 -1.20642
O5 -4.51588 3.15192 -1.16526
C18 -1.66028 -0.18543 -1.49280
C19 -2.28774 -1.40328 -0.74745
O6 -1.56135 -2.33976 -0.52681
O7 -3.61387 -1.51381 -0.33742
H1 1.96823 4.10049 3.04075
H2 0.70645 4.80551 4.11504
H3 0.71856 3.03987 3.76497
H4 -0.75864 5.21252 2.28429
H5 0.63597 4.68896 1.17254
H6 -1.54100 2.79218 2.30997
H7 -1.40541 3.49655 0.62586
H8 -1.13127 -1.37377 1.86317
H9 -2.76103 0.21497 2.06050
H10 0.44189 -0.85720 -0.03604
H11 2.75779 -0.08030 1.09197
H12 1.56508 0.54617 2.25069
H13 1.13185 -1.40969 3.08351
H14 0.76799 -2.25022 1.52600
H15 3.78274 -1.82621 1.74624
H16 3.09604 -2.52575 3.32117
H17 1.87870 -5.44910 1.31605
H18 2.34292 1.19377 -0.56320
H19 2.67530 0.07734 -2.67721
H20 1.25302 -1.04341 -2.50340
H21 3.37388 -4.11204 -1.91592
H22 2.68460 -2.96591 -3.20236
H23 0.91977 -3.70575 -0.74684
H24 0.43318 -2.93658 -2.30141
H25 0.91177 -4.66521 -2.35821
H26 1.26607 2.60991 -1.90216
H27 -2.93376 1.94029 0.77895
H28 -3.61561 0.96490 -0.55408
H29 -2.87267 2.66369 -2.29268
H30 -2.50094 3.86660 -0.85271
H31 -4.86307 2.37776 -1.67817
H32 -0.79903 -0.59288 -2.08977
H33 -2.41680 0.13896 -2.27290
H34 -4.13282 -1.78173 -1.12224
C20 5.34088 -6.56820 2.40708
O8 4.92514 -6.25351 3.54847
O9 4.58852 -7.20149 1.52400
O10 6.48284 -6.33853 1.94924
Ca1 2.40566 -7.76528 1.72987
F1 -5.65634 2.17796 -5.71612
Al1 -6.60599 1.40723 -4.46732
F2 -7.38234 -0.00920 -5.10541
F3 -7.79962 2.52913 -3.87570
F4 -5.52481 0.95785 -3.13305
Li1 0.48627 -1.97731 4.79180
Br1 -0.90410 6.29903 0.71276
F5 2.77915 -3.91220 -4.68810
K1 1.01168 7.32383 2.00941
Ca2 -2.31269 5.14892 -2.62818
F6 3.44101 1.10901 1.95740
Cl1 -1.01247 1.59239 6.15906

3.
Molecular formula: C20H34AsN4ORhS
Method: DFT, ωB97M-V/def2-TZVPD

Properties
LUMO level (spin up / spin down): -5.542 / -8.608 eV
HOMO (spin up / spin down): -0.51738 / -0.54321 Eh
Charge: +2
Molecular weight: 556.41 g mol⁻¹
Multiplicity: 5

Atoms and positions in Å:
Rh1 -0.01490 -0.88702 0.35598
O1 0.19301 1.09491 -0.49841
C1 0.36562 1.49163 -1.68521
C2 0.58976 2.90004 -1.87106
C3 0.75504 3.44155 -3.10781
C4 0.70905 2.60929 -4.24049
C5 0.51464 1.24230 -4.10212
C6 0.34534 0.63667 -2.86143
C7 0.11255 -0.79762 -2.78588
N1 -0.22814 -1.52148 -1.71828
C8 -0.40629 -2.81272 -2.12767
C9 -0.16849 -2.89061 -3.46892
N2 0.15492 -1.62769 -3.85989
H1 0.62674 3.49859 -0.97030
H2 0.92003 4.50417 -3.22360
H3 0.82196 3.03450 -5.22837
H4 0.48209 0.64158 -5.00028
H5 -0.70533 -3.59324 -1.44881
H6 -0.20294 -3.72222 -4.15111
H7 0.40215 -1.36097 -4.79821
C10 -5.24562 -0.78164 -1.00917
C11 -3.82942 -0.33512 -1.34732
N3 -3.41277 0.82533 -0.55499
C12 -2.71421 0.81622 0.57440
S1 -2.14793 -0.69581 1.24571
N4 -2.50620 1.95945 1.21011
C13 -1.85934 2.14499 2.51325
C14 -2.88073 2.29639 3.63247
H8 -5.50994 -1.64940 -1.61246
H9 -5.96821 0.00716 -1.22062
H10 -5.32673 -1.05592 0.04266
H11 -3.76851 -0.04491 -2.39712
H12 -3.12484 -1.14161 -1.17098
H13 -3.83262 1.70025 -0.83972
H14 -2.94217 2.79131 0.83504
H15 -1.23955 3.03928 2.44491
H16 -1.21017 1.29506 2.69539
H17 -3.51341 3.16982 3.47061
H18 -2.36646 2.42483 4.58397
H19 -3.51839 1.41497 3.70297
C15 2.37561 -1.83252 4.17065
C16 2.79606 -2.28534 2.77721
As1 2.23494 -1.05100 1.35869
C17 3.39044 -1.60695 -0.13477
C18 3.15477 -3.06287 -0.53452
C19 3.02406 0.67178 1.85636
C20 2.04131 1.56390 2.61424
H20 2.66911 -2.57761 4.90868
H21 1.29460 -1.70447 4.24331
H22 2.86130 -0.89403 4.43868
H23 2.38704 -3.26648 2.53785
H24 3.88313 -2.33248 2.69017
H25 4.42163 -1.44489 0.18155
H26 3.18935 -0.93134 -0.96900
H27 3.52800 -3.74182 0.23112
H28 3.67223 -3.29814 -1.46385
H29 2.09119 -3.26474 -0.68185
H30 3.32932 1.15081 0.92472
H31 3.92201 0.46819 2.44043
H32 1.15428 1.74614 2.00367
H33 2.49861 2.52551 2.84522
H34 1.73146 1.10604 3.55419

> The lowest charge belongs to which entry?

C20H34AlBrCa2ClF6KLiN2O10PS3

> Number 3 is which compound?

C20H34AsN4ORhS

> Which of these has the highest multiplicity?

C20H34AsN4ORhS

> What is the charge in the second record?

0